No. 1
This record from the OMol25 dataset describes a 2-piece molecular cluster, C4H13NO overall at a distorted geometry. The level of theory is ωB97M-V/def2-TZVPD.

Properties
**Kohn-Sham gap**: 0.33616 hartree
**Electronic energy**: -7895.7222 eV
**Relative energy (zero: lowest compared OMol25 entry of this formula, charge and spin)**: 0.939 eV
**SMILES**: CCNCC.O

Geometry (Å):
C: -0.6944 -2.4025 -0.1478
C: 0.0935 -1.2505 0.4707
N: 0.7006 -0.2275 -0.3635
C: 1.2221 0.9916 0.2081
C: 1.2667 2.1130 -0.8198
H: -0.8480 -3.1336 0.6461
H: -1.6974 -2.0636 -0.4077
H: -0.2111 -2.9246 -0.9732
H: 0.7944 -1.6154 1.2305
H: -0.6785 -0.7324 1.0592
H: 0.2407 -0.2025 -1.2494
H: 0.7509 1.2999 1.1394
H: 2.2849 0.8045 0.3798
H: 0.3134 2.3960 -1.2667
H: 1.9243 1.8263 -1.6456
H: 1.7389 3.0137 -0.4248
O: -2.7409 0.4831 0.7172
H: -2.1261 0.6924 -0.0046
H: -2.3341 0.9319 1.4521

These are the Mulliken partial charges, in e, on atoms 1 to 5: -1.251, -0.199, -0.309, -0.321, -1.231



No. 2
This record from the OMol25 dataset describes C26H30IrN9OSb as an isolated structure. The level of theory is ωB97M-V/def2-TZVPD.

Properties
**Kohn-Sham gap (alpha / beta)**: 0.32345 / 0.21422 hartree
**Electronic energy**: -52244.7405 eV
**Relative energy (zero: lowest compared OMol25 entry of this formula, charge and spin)**: 0.000 eV
**2S+1**: 6
**Charge**: +4

Geometry (Å):
Ir: 0.0210 0.0991 1.7790
C: -2.5461 -0.6153 -0.4271
C: -2.0266 -1.8166 0.2937
C: -2.6207 -3.0561 0.0629
C: -2.1170 -4.1938 0.6495
C: -0.9917 -4.0848 1.4659
C: -0.4445 -2.8434 1.6983
N: -0.9714 -1.7262 1.1319
Sb: 1.2769 -2.8308 3.0103
C: 0.4799 -1.3694 4.3764
C: 0.5015 -1.7367 5.7055
C: 0.0555 -0.8362 6.6692
C: -0.3578 0.4120 6.2606
C: -0.3511 0.7523 4.9101
C: -0.7565 2.1246 4.4846
N: 0.0394 -0.1507 3.9874
C: 2.4878 -1.4391 1.8454
C: 3.8015 -1.8071 1.6653
C: 4.6489 -0.9828 0.9230
C: 4.1477 0.1767 0.3686
C: 2.8175 0.5256 0.5612
C: 2.2428 1.7535 -0.0619
N: 2.0205 -0.2793 1.3049
H: -2.1387 -0.5994 -1.4408
H: -2.2934 0.3166 0.0649
H: -3.6296 -0.6761 -0.5149
H: -3.4834 -3.1020 -0.5875
H: -2.5786 -5.1571 0.4749
H: -0.5584 -4.9669 1.9196
H: 0.8672 -2.7127 5.9977
H: 0.0528 -1.1053 7.7175
H: -0.6810 1.1509 6.9806
H: -0.7838 2.7855 5.3474
H: -1.7548 2.1076 4.0431
H: -0.0461 2.5356 3.7667
H: 4.1761 -2.7262 2.0970
H: 5.6875 -1.2539 0.7819
H: 4.7805 0.8314 -0.2146
H: 1.8600 1.5175 -1.0581
H: 3.0163 2.5099 -0.1811
H: 1.4407 2.1863 0.5347
N: 1.5241 -5.3298 -9.9160
C: 1.0791 -4.2427 -9.3253
C: 1.1314 -4.0878 -7.8926
N: 0.6860 -2.9955 -7.3053
C: 0.1915 -2.0590 -8.1113
C: 0.1364 -2.2113 -9.5360
N: 0.5697 -3.2779 -10.1339
H: 1.9233 -6.1072 -9.4057
H: 1.4664 -5.3940 -10.9289
H: 1.5428 -4.8766 -7.2719
H: -0.1801 -1.1514 -7.6533
H: -0.2762 -1.4200 -10.1518
C: -2.7882 6.2541 1.0589
N: -2.0052 5.0269 1.2164
C: -2.5406 3.6788 1.2034
C: -1.2714 2.9023 1.4239
O: -1.2887 1.6054 1.5163
N: -0.2249 3.6543 1.5340
C: -0.6984 4.9563 1.4102
N: 0.1149 5.9848 1.4916
H: -3.8304 5.9852 0.9150
H: -2.4505 6.8100 0.1845
H: -2.7114 6.8712 1.9541
H: -3.0137 3.4288 0.2505
H: -3.2628 3.5108 2.0066
H: 1.0968 5.8304 1.6576
H: -0.2108 6.9366 1.4151

These are the Mulliken partial charges, in e, on atoms 1 to 5: 1.323, -1.016, 0.958, -0.751, -0.446



No. 3
This record from the OMol25 dataset describes C60H52N2P3SiTi as an isolated structure at a distorted geometry. The level of theory is ωB97M-V/def2-TZVPD.

Properties
**Kohn-Sham gap (alpha / beta)**: 0.22555 / 0.23408 hartree
**Electronic energy**: -124891.6420 eV
**2S+1**: 2
**Charge**: +2

Geometry (Å):
Ti: -0.2820 -0.0846 -0.0512
N: 1.9213 0.0030 2.0392
P: 0.2391 -0.1849 2.4438
C: 0.3043 0.4871 4.1223
C: 1.1159 -0.1371 5.0717
C: 1.1800 0.3817 6.3535
C: 0.4214 1.4991 6.6933
C: -0.3968 2.1059 5.7532
C: -0.4571 1.6020 4.4606
C: 0.1439 -1.9827 2.7514
C: -0.9582 -2.4595 3.4662
C: -1.0366 -3.7982 3.8063
C: -0.0084 -4.6641 3.4489
C: 1.0873 -4.1960 2.7411
C: 1.1606 -2.8585 2.3771
C: 2.4974 0.0089 0.8060
C: 3.8884 0.1052 0.6774
C: 4.4410 0.1578 -0.5758
C: 3.6145 0.1257 -1.7099
C: 2.2721 0.0280 -1.5254
N: 1.6956 -0.0434 -0.2864
H: 2.5662 0.0442 2.8139
H: 1.6695 -1.0364 4.8217
H: 1.8075 -0.0963 7.0944
H: 0.4654 1.8908 7.7024
H: -0.9884 2.9709 6.0267
H: -1.0850 2.0781 3.7147
H: -1.7339 -1.7722 3.7894
H: -1.8921 -4.1639 4.3610
H: -0.0620 -5.7108 3.7266
H: 1.8881 -4.8705 2.4649
H: 2.0209 -2.5104 1.8224
H: 4.5054 0.1371 1.5662
H: 5.5162 0.2301 -0.6872
H: 4.0220 0.1785 -2.7095
H: 1.5960 -0.0033 -2.3680
C: -1.1855 -1.2989 -5.6088
C: -1.6624 -2.5196 -5.1458
C: -1.6882 -2.7910 -3.7833
C: -1.2635 -1.8416 -2.8499
C: -0.7710 -0.6292 -3.3465
C: -0.7269 -0.3501 -4.7068
Si: -1.2167 -2.2332 -0.9963
C: -0.1015 -3.7454 -0.9280
C: 1.2292 -3.6366 -1.3477
C: 2.0582 -4.7475 -1.4101
C: 1.5600 -5.9993 -1.0654
C: 0.2415 -6.1279 -0.6528
C: -0.5801 -5.0078 -0.5765
C: -2.8897 -2.6828 -0.2654
C: -3.7133 -3.6428 -0.8672
C: -4.9110 -4.0294 -0.2820
C: -5.3045 -3.4718 0.9294
C: -4.5063 -2.5165 1.5391
C: -3.3193 -2.1228 0.9368
H: -1.1594 -1.0914 -6.6721
H: -2.0045 -3.2694 -5.8494
H: -2.0265 -3.7658 -3.4456
H: -0.4213 0.1355 -2.6563
H: -0.3406 0.5979 -5.0649
H: 1.6200 -2.6699 -1.6512
H: 3.0840 -4.6448 -1.7441
H: 2.1966 -6.8743 -1.1298
H: -0.1495 -7.1031 -0.3863
H: -1.6039 -5.1210 -0.2357
H: -3.4147 -4.1041 -1.8035
H: -5.5308 -4.7754 -0.7645
H: -6.2336 -3.7812 1.3946
H: -4.8157 -2.0763 2.4811
H: -2.7172 -1.3677 1.4203
C: -1.6000 3.0085 -2.2622
P: -1.4805 1.9915 -0.7361
C: -3.1309 1.3258 -0.3707
C: -3.7987 1.4707 0.8476
C: -5.0542 0.9102 1.0146
C: -5.6343 0.1624 -0.0010
C: -4.9608 -0.0251 -1.1989
C: -3.7186 0.5606 -1.3881
C: -0.9333 3.0517 0.6359
C: 0.4361 3.0231 0.9265
C: 0.9782 3.8624 1.8894
C: 0.1509 4.7438 2.5714
C: -1.2079 4.7875 2.2839
C: -1.7508 3.9516 1.3185
P: -2.4620 4.6574 -2.5407
C: -1.3231 5.8684 -1.7837
C: -0.0299 5.6071 -1.3403
C: 0.7982 6.6409 -0.9170
C: 0.3468 7.9505 -0.9381
C: -0.9335 8.2296 -1.4014
C: -1.7544 7.1998 -1.8341
C: -3.9584 4.6836 -1.4807
C: -4.0991 5.4456 -0.3223
C: -5.3291 5.5330 0.3199
C: -6.4348 4.8722 -0.1945
C: -6.3089 4.1196 -1.3554
C: -5.0828 4.0333 -1.9962
H: -2.0107 2.3296 -3.0116
H: -0.5737 3.2080 -2.5818
H: -3.3489 2.0148 1.6643
H: -5.5797 1.0493 1.9525
H: -6.6145 -0.2788 0.1436
H: -5.3991 -0.6224 -1.9904
H: -3.2136 0.4253 -2.3340
H: 1.0960 2.3855 0.3508
H: 2.0418 3.8410 2.0959
H: 0.5686 5.4118 3.3164
H: -1.8473 5.4951 2.7998
H: -2.7993 4.0292 1.0686
H: 0.3542 4.5963 -1.3231
H: 1.8023 6.4188 -0.5742
H: 0.9951 8.7565 -0.6148
H: -1.2855 9.2530 -1.4432
H: -2.7432 7.4283 -2.2194
H: -3.2536 5.9930 0.0755
H: -5.4258 6.1373 1.2140
H: -7.3985 4.9614 0.2940
H: -7.1745 3.6221 -1.7769
H: -5.0023 3.4802 -2.9280

These are the Mulliken partial charges, in e, on atoms 1 to 5: -2.056, 0.221, 2.211, 0.305, -0.705



No. 4
This record from the OMol25 dataset describes C17H22Cl2O4Zr as an isolated structure at a distorted geometry. The level of theory is ωB97M-V/def2-TZVPD.

Properties
**Kohn-Sham gap**: 0.07056 hartree
**Electronic energy**: -52503.2996 eV
**Charge**: -2

Geometry (Å):
C: 0.1443 -1.3271 -3.1115
C: 1.0094 -0.2097 -3.3127
C: 0.2008 0.9786 -3.2966
C: 2.4530 -0.2351 -3.4898
C: -1.1681 0.5816 -3.1051
C: -1.2043 -0.8474 -2.9399
C: -2.3598 -1.6889 -2.6622
C: 0.5458 -2.7345 -3.0646
C: 0.7076 2.3400 -3.4529
C: -2.3241 1.4776 -3.0997
Zr: 1.1036 0.1305 0.9451
Cl: 2.6085 1.5779 0.1000
Cl: 1.8876 -1.8653 -0.0046
O: -0.4688 0.6159 -0.2139
H: 2.8128 -1.2695 -3.4501
H: 2.9389 0.3288 -2.6783
H: 2.7354 0.2108 -4.4534
H: 1.5016 2.5426 -2.7111
H: -0.1035 3.0743 -3.3038
H: 1.1262 2.4916 -4.4636
H: -2.0672 2.4459 -2.6681
H: -3.1489 1.0448 -2.5291
H: -2.7030 1.6660 -4.1218
H: -3.2673 -1.0698 -2.6861
H: -2.3165 -2.4065 -1.6903
H: -2.4945 -2.4237 -3.4722
H: 1.4693 -2.8389 -2.4916
H: 0.7275 -3.1215 -4.0801
H: -0.2359 -3.3676 -2.6133
H: -1.1818 1.3180 -0.1706
O: -2.0783 -3.3757 -0.7409
H: -1.3673 -3.3465 -0.0292
O: 0.6988 -0.9530 2.9056
C: 0.4622 0.2273 3.3806
O: 0.4625 1.2582 2.5672
C: 0.2737 0.4275 4.8203
C: -0.0248 1.7296 5.2215
C: -0.0149 2.0571 6.5692
C: 0.2505 1.0753 7.5232
C: 0.5358 -0.2601 7.1296
C: 0.5405 -0.5699 5.7745
H: -0.1986 2.4485 4.4385
H: -0.2217 3.1090 6.8293
H: 0.2300 1.3501 8.5777
H: 0.7433 -1.0010 7.8980
H: 0.7802 -1.5961 5.4269

These are the Mulliken partial charges, in e, on atoms 1 to 5: 0.374, 0.348, 0.895, -1.328, -0.094



No. 5
This record from the OMol25 dataset describes one molecule with the formula C5H6O3 at a distorted geometry. The level of theory is ωB97M-V/def2-TZVPD.

Properties
**Kohn-Sham gap**: 0.37396 hartree
**Electronic energy**: -11421.5085 eV
**Relative energy (zero: lowest compared OMol25 entry of this formula, charge and spin)**: 2.904 eV
**SMILES**: O=C1[C@H]2CO[C@@H]1CO2

Geometry (Å):
O: -2.4733 -0.2119 -0.1383
C: -1.2263 -0.2143 -0.1619
C: -0.2471 0.5820 -0.9805
C: 0.2512 1.4010 0.1246
O: 0.1907 0.5924 1.3519
C: -0.2196 -0.6787 0.9383
C: 0.7297 -1.3006 -0.0048
O: 0.9227 -0.2224 -0.9750
H: -0.4983 0.9677 -1.9998
H: -0.2832 2.3484 0.2993
H: 1.3239 1.5878 0.0951
H: -0.5879 -1.3001 1.6178
H: 1.6724 -1.3290 0.4377
H: 0.4451 -2.2223 -0.6043

These are the Mulliken partial charges, in e, on atoms 1 to 5: -0.574, 0.329, 0.108, -0.628, -0.419



No. 6
This record from the OMol25 dataset describes one molecule with the formula C4H5N3S at a distorted geometry. The level of theory is ωB97M-V/def2-TZVPD.

Properties
**Kohn-Sham gap**: 0.31257 hartree
**Electronic energy**: -19532.7156 eV
**Relative energy (zero: lowest compared OMol25 entry of this formula, charge and spin)**: 2.165 eV
**SMILES**: Nc1cc(=S)[nH]cn1

Geometry (Å):
N: 1.9123 -1.3486 -0.2198
C: 0.7697 -0.4881 -0.0775
C: -0.5083 -1.0313 -0.0378
C: -1.5978 -0.0930 0.0585
S: -3.1406 -0.5219 -0.1638
N: -1.0677 1.2667 0.0896
C: 0.2334 1.6224 -0.1764
N: 1.1283 0.8326 -0.2481
H: 2.7821 -0.8456 0.4339
H: 1.7581 -2.2269 0.5708
H: -0.8601 -2.0900 -0.2458
H: -1.6759 2.1384 0.2038
H: 0.2665 2.7853 -0.1874

These are the Mulliken partial charges, in e, on atoms 1 to 5: -0.625, 0.448, -0.482, 0.084, -0.364



> Which of these has the lowest electronic energy?

C60H52N2P3SiTi